Record 1
ORCA calculation (ωB97M-V/def2-TZVPD) on a cluster of 2 separate species, C5H14NO2 in total.

Computed properties:
- LUMO (eV) = 3.879
- spin multiplicity = 1
- orbital gap (eV) = 6.4
- HOMO (eV) = -2.537
- total charge = -1

CARTESIAN COORDINATES (ANGSTROEM)
O1 1.3200 -3.5609 0.6574
O2 2.0663 1.3819 0.0076
N1 -0.2933 -1.1789 0.7483
C1 -0.3699 0.9733 -0.5749
C2 1.7861 0.2040 0.3993
C3 -1.5023 0.5005 -1.5947
C4 -1.0497 1.8994 0.4386
C5 0.3301 -0.2891 -0.2095
H1 -1.5083 2.8450 -0.0017
H2 1.6622 0.2929 1.3969
H3 0.5743 -0.9471 -1.0256
H4 0.8834 -2.7561 0.2645
H5 -1.3018 -1.2239 0.6285
H6 1.9748 -3.1181 1.3287
H7 -0.5049 2.2734 1.3517
H8 -0.1533 -0.8807 1.6353
H9 -1.0737 -0.3901 -2.0320
H10 0.4885 1.6855 -0.9241
H11 -1.4844 1.2644 -2.3696
H12 2.5074 -0.5266 0.1374
H13 -2.4240 0.3451 -1.1072
H14 -1.9275 1.2063 0.8450

Atoms 1-3, force components in eV/Å:
1.82 1.71 1.36
1.85 3.95 -1.98
-1.32 -1.30 -2.75



Record 2
ORCA calculation (ωB97M-V/def2-TZVPD) on a cluster of 2 separate species, C5H14NO2 in total.

Computed properties:
- LUMO (eV) = 3.878
- spin multiplicity = 1
- orbital gap (eV) = 7.5
- HOMO (eV) = -3.658
- total charge = -1

CARTESIAN COORDINATES (ANGSTROEM)
O1 0.6304 2.5166 0.5187
O2 0.6355 0.5614 2.0695
N1 0.7532 -1.3257 0.5790
C1 -0.9551 -0.8563 -1.1902
C2 1.3700 -0.5241 1.6598
C3 0.4146 -0.5377 -0.5959
C4 -0.9466 -0.5759 -2.6847
C5 -2.0000 0.0315 -0.5116
H1 -1.2065 -1.9126 -1.0941
H2 0.5348 0.5338 -0.4696
H3 1.4158 -1.2200 2.4889
H4 1.1419 -0.7713 -1.3973
H5 -1.9862 -0.1551 0.5740
H6 -3.0307 0.0336 -0.8594
H7 -1.6418 1.0720 -0.5195
H8 -1.9360 -0.4367 -3.1370
H9 -0.4621 -1.3409 -3.3149
H10 -0.4151 0.3408 -2.9831
H11 -0.1026 -1.6969 0.9760
H12 0.9834 3.1733 1.1258
H13 2.3914 -0.2611 1.3169
H14 0.6814 1.6377 1.1932

Atoms 1-3, force components in eV/Å:
0.25 -0.29 0.56
0.36 -0.07 -0.42
-0.08 0.01 0.13



Record 3
ORCA calculation (ωB97M-V/def2-TZVPD) on a cluster of 2 separate species, C5H14NO2 in total.

Computed properties:
- LUMO (eV) = 3.580
- spin multiplicity = 1
- orbital gap (eV) = 6.7
- HOMO (eV) = -3.132
- total charge = -1

CARTESIAN COORDINATES (ANGSTROEM)
O1 1.6297 1.1700 0.0340
O2 4.0656 1.7718 0.5051
N1 -1.9700 -1.1315 -0.6599
C1 1.1646 0.1946 -0.8089
C2 -1.2683 0.8381 0.7077
C3 -1.0526 -0.6346 0.3884
C4 0.3845 -0.9376 -0.0529
C5 -3.2257 -1.6380 -0.1513
H1 -3.7721 -2.1568 -0.9388
H2 0.5120 -1.8147 -0.6880
H3 -1.2020 -1.3975 1.1643
H4 -3.0185 -2.2943 0.6832
H5 -2.1132 -0.3668 -1.2831
H6 -0.3627 1.1906 1.1972
H7 -3.9159 -0.8868 0.2873
H8 1.9849 -0.3304 -1.3362
H9 1.0826 -1.0010 0.7708
H10 -1.4927 1.3575 -0.2038
H11 4.3050 2.1991 -0.3263
H12 0.6109 0.6637 -1.6370
H13 3.0705 1.5369 0.3296
H14 -2.0227 0.9952 1.4910

Atoms 1-3, force components in eV/Å:
-0.21 0.02 0.10
-0.05 0.20 -0.31
0.04 -0.28 0.36



Record 4
ORCA calculation (ωB97M-V/def2-TZVPD) on a cluster of 2 separate species, C5H14NO2 in total.

Computed properties:
- LUMO (spin up / spin down) (eV) = 6.474 / 6.541
- spin multiplicity = 2
- orbital gap (spin up / spin down) (eV) = 2.4 / 6.9
- HOMO (spin up / spin down) (eV) = 4.076 / -0.366
- total charge = -2

CARTESIAN COORDINATES (ANGSTROEM)
O1 -3.6263 1.4408 0.4295
O2 -1.9404 -0.4613 1.2139
N1 -0.2687 0.3226 -1.2946
C1 -1.1712 -1.2697 0.4484
C2 0.8844 0.1597 0.9639
C3 0.1074 -0.5378 -0.1809
C4 0.8005 0.8589 -2.0868
C5 2.1977 -0.5804 1.3061
H1 1.6267 1.3940 -1.5892
H2 -2.8727 0.9094 0.7974
H3 -0.9135 1.0404 -1.0047
H4 -3.7451 0.9862 -0.3972
H5 2.5976 -0.1175 2.2074
H6 1.9980 -1.6386 1.5376
H7 0.7543 -1.3203 -0.5917
H8 -0.7312 -2.0802 1.0563
H9 -1.7032 -1.6223 -0.4725
H10 1.3410 0.2380 -2.8121
H11 0.2771 0.0956 1.8728
H12 0.3506 1.6551 -2.7079
H13 1.1042 1.2065 0.8042
H14 2.9328 -0.6791 0.5002

Atoms 1-3, force components in eV/Å:
-0.17 0.77 0.21
-0.32 0.32 0.14
0.07 -0.91 -0.01



Record 5
ORCA calculation (ωB97M-V/def2-TZVPD) on a cluster of 4 separate species, C5H14NO2 in total.

Computed properties:
- LUMO (spin up / spin down) (eV) = 0.260 / -3.677
- spin multiplicity = 2
- orbital gap (spin up / spin down) (eV) = 9.3 / 5.3
- HOMO (spin up / spin down) (eV) = -8.998 / -8.990

CARTESIAN COORDINATES (ANGSTROEM)
O1 -0.5719 -1.4499 -1.0543
O2 -0.9308 0.9226 -1.4560
N1 1.6018 -3.9344 -2.0722
C1 1.1946 1.0953 1.0208
C2 1.8705 0.9066 -0.1089
C3 -0.9415 1.3858 2.1721
C4 -1.9517 2.1257 1.7024
C5 -0.1227 0.3982 1.3337
H1 0.7443 -3.6878 -1.6181
H2 2.1101 -4.6532 -1.6046
H3 0.1379 -0.5211 1.8538
H4 -1.5509 1.0970 -2.1641
H5 1.5140 1.8476 1.7337
H6 1.5195 -4.1310 -3.0521
H7 -0.7837 -0.1163 -1.3158
H8 -1.2028 -1.7856 -1.7205
H9 2.7747 1.4775 -0.2704
H10 -0.7493 0.2459 0.4660
H11 -2.1721 2.0065 0.6531
H12 1.4965 0.2520 -0.8772
H13 -0.8218 1.2569 3.2380
H14 -2.5982 2.6150 2.4082

Atoms 1-3, force components in eV/Å:
-0.35 -0.77 -0.22
0.11 -1.10 0.31
0.50 0.67 -0.22



Record 6
ORCA calculation (ωB97M-V/def2-TZVPD) on a cluster of 2 separate species, C5H14NO2 in total.

Computed properties:
- LUMO (spin up / spin down) (eV) = 0.486 / 0.332
- spin multiplicity = 2
- orbital gap (spin up / spin down) (eV) = 3.6 / 10.7
- HOMO (spin up / spin down) (eV) = -3.132 / -10.369

CARTESIAN COORDINATES (ANGSTROEM)
O1 -3.0893 -0.0795 0.2791
O2 1.4904 1.9735 1.9984
N1 0.6809 -0.7488 0.7367
C1 0.1360 0.5861 0.3026
C2 0.0237 0.3204 -1.2319
C3 0.4108 -1.9077 -0.2442
C4 0.1245 -1.2980 -1.5982
C5 1.0515 1.9125 0.6568
H1 -0.3325 -2.6769 0.2451
H2 0.6663 1.0331 -1.6888
H3 -3.9921 -0.4492 0.0754
H4 -0.7731 0.7380 0.9670
H5 1.3334 -2.4745 -0.4637
H6 -1.0874 0.5357 -1.5668
H7 0.8948 -1.3680 -2.3700
H8 0.4944 2.9462 0.4180
H9 1.9787 1.9409 0.0116
H10 0.0644 -1.0074 1.6033
H11 -0.6841 -1.7471 -2.1158
H12 1.7231 -0.5976 0.9840
H13 2.5195 2.0016 1.9937
H14 -3.6340 0.3667 1.0077

Atoms 1-3, force components in eV/Å:
-3.79 0.46 1.64
2.16 -0.19 0.07
0.13 -0.73 1.77



Record 7
ORCA calculation (ωB97M-V/def2-TZVPD) on a cluster of 2 separate species, C5H14NO2 in total.

Computed properties:
- LUMO (eV) = -2.952
- spin multiplicity = 1
- orbital gap (eV) = 12.0
- HOMO (eV) = -14.948
- total charge = +1

CARTESIAN COORDINATES (ANGSTROEM)
O1 -2.9428 -1.5546 -1.4751
O2 -1.6821 -0.3143 1.6289
N1 -0.2724 0.0689 -0.5630
C1 0.1600 0.9657 0.6004
C2 -0.3345 0.1095 1.8174
C3 1.6745 1.0091 0.6408
C4 0.9499 -0.5311 -1.2021
C5 2.1209 0.2784 -0.6804
H1 3.0182 -0.3155 -0.5229
H2 -0.9407 -0.6426 -0.2342
H3 -2.2333 0.4201 1.8511
H4 -0.8325 0.6195 -1.2135
H5 2.0572 0.6068 1.5786
H6 2.0989 2.0039 0.5285
H7 2.2789 1.1179 -1.3465
H8 0.9875 -1.6136 -1.0767
H9 0.8749 -0.4907 -2.2919
H10 -3.7298 -1.0501 -1.2037
H11 -0.1071 0.5554 2.7839
H12 -0.3091 1.9466 0.5498
H13 -3.0753 -2.3740 -1.9764
H14 0.2387 -0.8151 1.8069

Atoms 1-3, force components in eV/Å:
0.90 0.61 0.33
1.00 -0.11 0.12
-0.02 0.64 -0.45



Record 8
ORCA calculation (ωB97M-V/def2-TZVPD) on a cluster of 3 separate species, C5H14NO2 in total.

Computed properties:
- LUMO (eV) = -4.467
- spin multiplicity = 1
- orbital gap (eV) = 9.4
- HOMO (eV) = -13.890
- total charge = +1

CARTESIAN COORDINATES (ANGSTROEM)
O1 0.6097 -2.9128 -1.5472
O2 0.6012 -1.5475 3.8394
N1 0.0818 -0.7068 -0.1554
C1 -0.7512 1.7072 -0.1062
C2 0.1960 2.8450 -0.4905
C3 -0.4352 0.4213 -0.8375
C4 0.2806 -0.8416 1.0999
C5 -0.6227 0.3236 -2.1530
H1 -1.0578 1.1608 -2.6743
H2 0.6880 -1.0829 4.6861
H3 0.1916 3.6669 0.2152
H4 0.0340 -0.0422 1.7842
H5 -0.0730 3.2448 -1.4607
H6 -0.0601 -2.2383 3.9664
H7 0.1126 -1.5984 -0.7170
H8 1.1928 -2.8369 -2.3157
H9 -0.1841 -3.3439 -1.9314
H10 -1.7751 1.9962 -0.3150
H11 -0.7109 1.5448 0.9621
H12 1.2338 2.5080 -0.5285
H13 0.7853 -1.7361 1.4333
H14 -0.3375 -0.5313 -2.7543

Atoms 1-3, force components in eV/Å:
-0.89 -0.58 -0.85
-0.09 0.19 0.06
-0.78 -0.58 0.41



Record 9
ORCA calculation (ωB97M-V/def2-TZVPD) on the ion C5H14NO2 with charge +1.

Computed properties:
- LUMO (eV) = -2.976
- spin multiplicity = 1
- SMILES = C[NH2+]C(C)(OC)OC
- orbital gap (eV) = 11.7
- HOMO (eV) = -14.642
- total charge = +1

CARTESIAN COORDINATES (ANGSTROEM)
O1 -1.0312 0.1980 -0.8896
O2 0.1319 -0.9027 0.8162
N1 1.2101 0.5588 -0.7899
C1 -0.1028 1.5082 1.0961
C2 -2.4181 0.2043 -0.6435
C3 -0.5375 -2.0959 0.4691
C4 2.5875 0.0706 -0.3003
C5 -0.0691 0.2750 0.1257
H1 -2.5430 -0.2704 0.3337
H2 -0.2470 -2.9873 1.0150
H3 -1.5453 -1.9051 0.7470
H4 0.5133 2.2845 0.7820
H5 0.1943 1.1452 2.1085
H6 0.8881 0.0554 -1.5812
H7 -0.6274 -2.3064 -0.5496
H8 -2.8570 -0.2401 -1.5713
H9 3.2826 0.1057 -1.2427
H10 3.0952 0.7031 0.4504
H11 -2.7651 1.2441 -0.6722
H12 -1.1585 1.7308 1.3896
H13 2.6807 -0.9066 0.0125
H14 1.3187 1.5308 -1.1055

Atoms 1-3, force components in eV/Å:
2.49 0.10 -0.23
1.34 1.13 0.07
1.15 -0.78 1.55



Record 10
ORCA calculation (ωB97M-V/def2-TZVPD) on a cluster of 2 separate species, C5H14NO2 in total.

Computed properties:
- LUMO (eV) = -2.810
- spin multiplicity = 1
- orbital gap (eV) = 11.6
- HOMO (eV) = -14.427
- total charge = +1

CARTESIAN COORDINATES (ANGSTROEM)
O1 1.6809 0.9164 2.7103
O2 -2.9536 -0.3310 0.4030
N1 -0.1865 0.9164 0.0655
C1 -0.6912 -0.5195 0.2603
C2 0.5507 0.9176 -1.2479
C3 -1.8979 -0.6176 -0.5557
C4 0.5521 -1.3389 -0.2556
C5 1.4164 -0.3537 -1.1196
H1 2.4596 -0.0341 -0.7051
H2 -0.7589 -0.8034 1.3432
H3 0.3051 -2.1874 -0.8498
H4 -1.9176 0.0473 -1.4639
H5 1.2693 -1.5125 0.5669
H6 -2.1927 -1.6013 -0.9555
H7 0.5999 1.0598 0.7303
H8 2.2875 1.5478 3.1128
H9 1.8050 -0.6407 -2.1028
H10 -0.0693 0.9297 -2.1531
H11 -3.8154 -0.1455 -0.0083
H12 -0.9638 1.5943 0.0985
H13 1.4917 0.2535 3.3821
H14 1.0288 1.9028 -1.2556

Atoms 1-3, force components in eV/Å:
-0.20 -0.03 -0.41
-0.02 0.86 -0.46
0.14 -0.91 -0.04



Record 11
ORCA calculation (ωB97M-V/def2-TZVPD) on a cluster of 2 separate species, C5H14NO2 in total.

Computed properties:
- LUMO (spin up / spin down) (eV) = -3.458 / -4.223
- spin multiplicity = 1
- orbital gap (spin up / spin down) (eV) = 9.0 / 7.8
- HOMO (spin up / spin down) (eV) = -12.445 / -12.064
- total charge = +1

CARTESIAN COORDINATES (ANGSTROEM)
O1 0.1427 -0.9945 1.5741
O2 -0.4191 -1.0980 -0.6706
N1 0.5260 0.8431 0.3620
C1 0.3365 -1.6723 -1.8223
C2 -1.8820 1.6507 -0.7387
C3 1.7963 1.3571 0.9375
C4 -0.3605 -2.1376 1.9651
C5 0.3263 -0.6489 0.3309
H1 1.1913 -1.0178 -2.0776
H2 -0.2801 1.3714 0.8916
H3 -2.5892 1.9557 -0.0468
H4 1.8656 2.3512 0.6414
H5 -0.4528 -2.8202 1.1905
H6 -2.4771 1.5703 -1.7387
H7 -0.4366 -2.4218 3.0049
H8 -1.1566 2.4424 -1.1022
H9 0.3189 1.1835 -0.5498
H10 1.8494 1.3495 2.0429
H11 -1.4449 0.6618 -0.6012
H12 -0.2421 -1.8301 -2.8224
H13 2.6347 0.6240 0.6680
H14 0.7534 -2.7192 -1.4384

Atoms 1-3, force components in eV/Å:
-0.45 0.04 1.33
-0.22 -0.60 -1.05
-1.81 0.66 2.65



Record 12
ORCA calculation (ωB97M-V/def2-TZVPD) on a cluster of 2 separate species, C5H14NO2 in total.

Computed properties:
- LUMO (spin up / spin down) (eV) = -9.746 / -13.547
- spin multiplicity = 2
- orbital gap (spin up / spin down) (eV) = 9.8 / 6.0
- HOMO (spin up / spin down) (eV) = -19.593 / -19.587
- total charge = +2

CARTESIAN COORDINATES (ANGSTROEM)
O1 -0.0873 -2.1512 -1.0391
O2 1.2382 -1.1783 2.5045
N1 -0.5015 0.1875 1.1439
C1 0.3504 -1.3749 -1.8060
C2 -1.5886 2.2852 0.2904
C3 1.1135 -0.0925 -1.3846
C4 0.3614 1.1875 -0.9484
C5 -0.9227 0.9792 -0.0891
H1 0.3057 -1.4640 -2.9228
H2 -2.0134 2.2432 1.2910
H3 -0.7401 -0.8045 1.1773
H4 0.0623 1.7034 -1.8592
H5 1.0798 1.8033 -0.4350
H6 -1.0737 0.4475 1.9662
H7 1.7880 0.1434 -2.1988
H8 -2.4105 2.4066 -0.4022
H9 2.0853 -0.9750 2.9246
H10 0.4357 0.3469 1.5248
H11 -1.4913 0.3109 -0.7264
H12 1.7331 -0.4156 -0.5401
H13 1.2055 -2.1464 2.5663
H14 -0.9868 3.1875 0.2619

Atoms 1-3, force components in eV/Å:
-0.19 -0.28 -0.06
0.48 -0.48 -0.02
-1.65 0.51 1.42



Number 1: E_tot -10995.080 eV, strongest force on any atom 4.79 eV Å⁻¹. Number 2: E_tot -10997.428 eV, strongest force on any atom 1.60 eV Å⁻¹. Number 3: E_tot -10996.703 eV, strongest force on any atom 2.29 eV Å⁻¹. Number 4: E_tot -10992.845 eV, strongest force on any atom 1.91 eV Å⁻¹. Number 5: E_tot -10992.045 eV, strongest force on any atom 2.38 eV Å⁻¹. Number 6: E_tot -10991.202 eV, strongest force on any atom 4.89 eV Å⁻¹. Number 7: E_tot -10990.561 eV, strongest force on any atom 2.27 eV Å⁻¹. Number 8: E_tot -10989.851 eV, strongest force on any atom 1.36 eV Å⁻¹. Number 9: E_tot -10988.656 eV, strongest force on any atom 4.54 eV Å⁻¹. Number 10: E_tot -10990.043 eV, strongest force on any atom 3.74 eV Å⁻¹. Number 11: E_tot -10984.932 eV, strongest force on any atom 5.01 eV Å⁻¹. Number 12: E_tot -10976.814 eV, strongest force on any atom 2.34 eV Å⁻¹.